A structure of composition C6H8Cl8F12NO4PS2V. Source: OMol25; level of theory: ωB97M-V/def2-TZVPD.

The value obtained for the orbital gap (spin up / spin down) is 8.58 / 8.56 eV. The value obtained for the highest occupied orbital energy (spin up / spin down) is -10.738 / -10.738 eV. As for the calculated total energy: -205472.134 eV.

```
! wB97M-V def2-TZVPD RIJCOSX def2/J DEFGRID3
* xyz 0 4
V -1.276 -2.244 -0.852
P 0.776 -3.940 -2.361
F 1.759 -5.047 -1.855
F 0.497 -3.454 -0.769
F 1.898 -2.850 -2.496
F -0.400 -2.776 -2.775
F 0.882 -4.363 -3.883
F -0.513 -4.930 -2.154
C -0.876 1.563 -1.996
F -0.034 2.549 -2.128
F -2.090 1.990 -1.694
F -0.943 0.836 -3.104
S -0.232 0.441 -0.647
O 0.364 -0.709 -1.318
O 0.610 1.195 0.187
N -1.602 -0.383 -0.007
S -2.125 0.433 1.322
O -1.962 -0.300 2.521
O -1.740 1.791 1.271
C -3.930 0.442 1.031
F -4.323 -0.828 0.752
F -4.561 0.881 2.106
F -4.230 1.202 -0.028
C -2.250 -2.567 4.725
Cl -1.698 -3.896 3.677
Cl -0.919 -1.758 5.536
H -2.762 -1.819 4.137
H -2.902 -3.024 5.457
C 1.029 1.961 4.130
Cl -0.713 1.943 4.479
Cl 1.921 0.798 5.110
H 1.176 1.716 3.086
H 1.382 2.961 4.346
C 2.115 4.855 -3.413
Cl 2.622 6.489 -3.839
Cl 0.860 4.243 -4.498
H 2.989 4.225 -3.498
H 1.724 4.883 -2.405
C 3.858 -0.625 -1.714
Cl 3.637 -0.436 0.042
Cl 4.575 0.813 -2.450
H 4.522 -1.461 -1.884
H 2.885 -0.797 -2.148
*
```

natural (NBO) atomic charge list, values in e, 4 entries:
1. V 1.58
2. P 2.61
3. F -0.55
4. F -0.59

---

A cluster of 3 separate species, C27H44BrI3NO10P2S in total. Source: OMol25; level of theory: ωB97M-V/def2-TZVPD.

The value obtained for the orbital gap is 6.14 eV. The value obtained for the highest occupied orbital energy is -11.342 eV. As for the calculated total energy: -174407.052 eV.

```
! wB97M-V def2-TZVPD RIJCOSX def2/J DEFGRID3
* xyz 1 1
C -1.275 -2.201 -5.953
C -2.323 -1.266 -5.844
C -3.324 0.040 -5.684
C -4.457 -0.161 -4.472
C -5.858 -0.963 -4.848
C -6.228 -1.578 -6.327
O -6.696 -2.844 -6.504
O -6.129 -0.781 -7.595
C -6.932 -1.117 -3.576
Br -8.657 -2.111 -3.844
C -6.565 -0.445 -2.092
I -8.137 -0.774 -0.544
N -5.266 0.322 -1.815
C -4.964 0.960 -0.477
C -3.866 0.159 0.443
C -4.464 -1.140 1.256
S -5.601 -0.484 2.625
C -4.223 0.452 -2.941
C -2.755 1.221 -2.730
I -2.616 3.399 -2.892
C -1.495 0.422 -2.457
C -0.016 1.141 -2.228
I -1.482 -1.798 -2.302
H -0.330 -2.854 -6.257
H -2.710 1.051 -5.534
H -3.850 0.167 -6.748
H -5.723 -1.345 -8.325
H -5.894 1.170 0.200
H -4.485 2.030 -0.702
H -3.514 0.932 1.282
H -2.892 -0.169 -0.116
H -4.979 -1.916 0.547
H -3.534 -1.614 1.835
H -4.849 -0.339 3.826
H -0.117 1.905 -1.318
H 0.273 1.704 -3.213
H 0.806 0.346 -1.941
O 4.263 0.634 -3.247
P 5.340 -0.462 -3.057
O 4.795 -0.892 -1.555
C 3.651 -1.723 -1.490
C 4.004 -3.163 -1.819
O 6.505 0.640 -2.609
C 6.527 1.937 -3.187
C 5.916 2.941 -2.224
O 6.542 -1.688 -2.846
C 7.693 -1.561 -2.017
C 7.407 -1.365 -0.537
H 2.870 -1.352 -2.160
H 3.266 -1.668 -0.467
H 4.315 -3.256 -2.864
H 3.146 -3.819 -1.655
H 4.840 -3.509 -1.202
H 6.023 1.948 -4.159
H 7.573 2.202 -3.370
H 4.932 2.620 -1.867
H 5.812 3.922 -2.697
H 6.547 3.046 -1.336
H 8.357 -0.782 -2.405
H 8.243 -2.503 -2.126
H 6.964 -0.384 -0.335
H 8.336 -1.428 0.041
H 6.715 -2.123 -0.165
O -1.836 0.313 4.208
P -0.894 -0.105 5.363
O -1.132 1.296 6.211
C -2.328 1.408 6.961
C -2.246 0.598 8.242
O 0.474 0.329 4.518
C 0.529 0.165 3.108
C 0.287 1.500 2.425
O 0.159 -0.572 6.654
C 1.475 -0.066 6.853
C 1.560 1.429 7.113
H -3.187 1.097 6.359
H -2.459 2.466 7.208
H -2.196 -0.473 8.021
H -3.121 0.779 8.871
H -1.343 0.853 8.807
H -0.176 -0.600 2.768
H 1.532 -0.195 2.854
H -0.622 1.988 2.789
H 0.205 1.374 1.341
H 1.112 2.188 2.635
H 2.127 -0.369 6.028
H 1.860 -0.580 7.741
H 1.304 2.012 6.223
H 2.581 1.706 7.402
H 0.880 1.730 7.913
*
```

Mulliken atomic charge list, values in e, 4 entries:
1. C -0.56
2. C 0.04
3. C -0.47
4. C 0.17

---

A structure of composition C4H11NO2. Source: OMol25; level of theory: ωB97M-V/def2-TZVPD.

The value obtained for the orbital gap is 8.58 eV. The value obtained for the highest occupied orbital energy is -8.896 eV. The energy relative to the best compared isomer or geometry (same formula, charge and spin) is 125.8 kcal per mole. As for the calculated total energy: -9906.785 eV.

```
! wB97M-V def2-TZVPD RIJCOSX def2/J DEFGRID3
* xyz 0 1
C 0.133 0.432 1.836
C -0.783 0.746 0.749
C -1.586 0.363 -1.361
C 2.137 -1.866 -0.500
H 1.092 -0.298 1.468
H -0.327 -0.189 2.568
H 0.548 1.493 2.137
H 0.455 0.455 -0.699
H -2.100 -0.532 -0.654
H -2.468 1.200 -1.587
H -1.170 -0.220 -2.133
H 2.708 0.088 -1.053
H 1.190 -2.534 -0.369
H 2.599 -2.603 -1.242
H 2.912 -1.970 0.263
N -0.422 0.875 -0.423
O -2.009 0.891 1.078
O 1.772 -0.773 -1.088
*
```

natural (NBO) atomic charge list, values in e, 4 entries:
1. C -0.67
2. C 0.62
3. C -0.44
4. C -0.26

---

A structure of composition C75H168As3Cl2F18N9. Source: OMol25; level of theory: ωB97M-V/def2-TZVPD.

The value obtained for the orbital gap is 1.44 eV. The value obtained for the highest occupied orbital energy is -8.207 eV. As for the calculated total energy: -350351.036 eV.

```
! wB97M-V def2-TZVPD RIJCOSX def2/J DEFGRID3
* xyz 4 1
C -7.499 -0.455 -2.904
C -8.375 -0.521 -1.651
C -7.729 0.237 -0.464
N -8.668 0.332 0.717
C -9.962 1.000 0.277
C -8.062 1.238 1.810
C -7.328 0.238 2.697
C -7.803 -1.187 2.269
C -8.990 -0.927 1.443
H -7.227 0.580 -3.258
H -7.984 -0.926 -3.695
H -6.563 -0.961 -2.695
H -8.565 -1.519 -1.432
H -9.344 -0.117 -1.838
H -7.404 1.288 -0.635
H -6.855 -0.239 -0.074
H -9.805 1.904 -0.269
H -10.659 1.211 1.071
H -10.535 0.347 -0.381
H -8.938 1.769 2.247
H -7.415 1.888 1.253
H -7.581 0.256 3.746
H -6.239 0.337 2.560
H -8.158 -1.692 3.164
H -7.064 -1.743 1.740
H -9.848 -0.570 2.020
H -9.302 -1.760 0.774
C -5.791 8.052 2.052
C -4.511 7.217 1.890
C -4.531 5.995 2.869
N -3.224 5.747 3.576
C -2.082 5.572 2.526
C -3.376 4.506 4.465
C -2.834 5.025 5.822
C -2.082 6.265 5.595
C -2.820 6.902 4.496
H -5.959 8.263 3.103
H -6.784 7.688 1.832
H -5.673 8.974 1.459
H -3.711 7.915 2.132
H -4.241 6.868 0.889
H -4.722 5.037 2.376
H -5.312 6.194 3.640
H -1.241 5.659 3.136
H -2.048 6.457 1.869
H -2.053 4.631 1.912
H -2.827 3.757 3.885
H -4.414 4.265 4.555
H -2.311 4.184 6.355
H -3.650 5.379 6.451
H -1.078 6.051 5.144
H -1.996 6.963 6.483
H -2.271 7.687 3.942
H -3.792 7.272 4.795
C 5.266 -0.045 6.459
C 4.265 -1.151 6.184
C 3.049 -0.585 5.476
N 2.002 -1.724 5.296
C 1.426 -2.034 6.617
C 2.667 -2.923 4.633
C 1.546 -3.649 3.805
C 0.370 -2.679 3.696
C 0.977 -1.304 4.276
H 4.838 0.799 6.974
H 5.726 0.301 5.502
H 6.024 -0.444 7.059
H 4.087 -1.522 7.229
H 4.659 -1.936 5.601
H 3.335 -0.144 4.495
H 2.449 0.139 6.032
H 0.708 -1.187 6.806
H 2.208 -1.988 7.374
H 0.875 -2.991 6.605
H 3.080 -3.442 5.509
H 3.486 -2.531 3.987
H 1.263 -4.633 4.160
H 1.835 -3.784 2.796
H -0.467 -3.101 4.196
H 0.012 -2.600 2.646
H 0.216 -0.647 4.657
H 1.545 -0.758 3.515
C -3.732 -1.760 -1.374
C -2.536 -1.599 -0.459
C -1.460 -0.664 -1.127
N -0.144 -0.556 -0.386
C -0.385 -0.068 1.021
C 0.784 0.379 -1.114
C 1.294 -0.468 -2.249
C 1.327 -1.929 -1.750
C 0.572 -1.845 -0.433
H -3.492 -2.282 -2.280
H -4.170 -0.777 -1.553
H -4.525 -2.369 -0.841
H -2.063 -2.490 -0.104
H -2.948 -1.162 0.513
H -1.938 0.267 -1.155
H -1.225 -1.005 -2.131
H 0.549 0.041 1.627
H -1.078 -0.791 1.424
H -0.914 0.888 1.016
H 1.566 0.621 -0.359
H 0.169 1.335 -1.377
H 2.292 -0.115 -2.551
H 0.604 -0.449 -3.115
H 2.275 -2.358 -1.547
H 0.794 -2.574 -2.440
H 1.320 -1.834 0.410
H -0.101 -2.653 -0.132
C 2.142 6.993 -2.975
C 1.148 7.926 -2.388
C -0.101 7.898 -3.156
N -1.228 8.632 -2.606
C -0.912 10.056 -2.241
C -1.821 7.874 -1.461
C -2.597 6.751 -2.118
C -3.069 7.327 -3.473
C -2.427 8.739 -3.534
H 3.188 7.215 -2.653
H 2.108 7.051 -4.039
H 1.900 5.921 -2.694
H 1.568 8.963 -2.495
H 1.120 7.669 -1.336
H -0.500 6.918 -3.230
H 0.037 8.368 -4.182
H -1.840 10.624 -1.975
H -0.447 10.562 -3.082
H -0.133 9.997 -1.438
H -2.410 8.463 -0.807
H -1.009 7.330 -0.877
H -3.448 6.502 -1.533
H -2.090 5.837 -2.133
H -4.187 7.325 -3.550
H -2.681 6.843 -4.354
H -3.246 9.297 -3.055
H -2.145 9.206 -4.465
C 6.658 -4.352 1.380
C 7.844 -5.006 0.735
C 8.763 -5.846 1.682
N 9.891 -6.561 0.993
C 9.462 -7.315 -0.222
C 10.596 -7.448 1.935
C 11.319 -6.530 2.955
C 11.693 -5.386 2.022
C 11.000 -5.600 0.709
H 5.950 -5.018 1.900
H 5.990 -3.743 0.690
H 6.974 -3.692 2.170
H 8.367 -4.247 0.178
H 7.494 -5.622 -0.071
H 8.159 -6.619 2.121
H 9.118 -5.264 2.538
H 9.552 -6.665 -1.105
H 8.342 -7.598 -0.166
H 10.042 -8.215 -0.279
H 11.300 -8.045 1.381
H 9.897 -8.172 2.361
H 12.143 -7.019 3.438
H 10.574 -6.359 3.701
H 12.744 -5.293 1.739
H 11.426 -4.388 2.379
H 11.591 -6.147 -0.022
H 10.596 -4.686 0.252
C 5.737 3.046 4.576
C 4.379 3.056 3.855
C 4.416 4.033 2.748
N 3.056 4.137 1.920
C 1.844 4.418 2.797
C 1.897 5.756 3.484
C 2.009 6.929 2.487
C 3.251 6.639 1.556
C 3.089 5.287 0.933
C 2.801 2.913 1.142
H 6.416 2.264 4.302
H 5.613 2.983 5.696
H 6.262 3.970 4.407
H 3.489 3.403 4.469
H 4.190 2.043 3.595
H 5.153 3.740 1.974
H 4.478 5.058 3.089
H 1.629 3.636 3.475
H 1.082 4.485 2.026
H 2.740 5.675 4.208
H 1.025 5.944 4.110
H 2.118 7.829 2.965
H 1.079 6.980 1.974
H 4.228 6.857 2.053
H 3.279 7.321 0.716
H 4.035 5.039 0.334
H 2.114 5.245 0.339
H 2.071 3.142 0.456
H 2.560 2.063 1.818
H 3.675 2.564 0.560
C -3.237 2.339 -14.079
C -2.027 1.426 -13.206
C -1.711 1.570 -14.559
N 1.193 -0.907 -14.232
C 0.818 -1.627 -12.984
C 1.975 -2.590 -12.794
C 2.462 -3.896 -14.069
C 2.712 -2.634 -14.650
C 1.587 -1.802 -15.290
C 2.016 0.253 -14.036
H -2.831 3.294 -13.675
H -4.301 2.132 -13.820
H -3.335 2.430 -15.285
H -2.538 0.512 -12.803
H -1.596 2.064 -12.413
H -0.941 2.275 -15.009
H -2.006 0.925 -15.296
H -0.202 -2.117 -13.117
H 0.871 -1.007 -12.078
H 1.742 -3.449 -12.113
H 2.646 -1.809 -12.490
H 1.728 -4.671 -14.234
H 3.308 -4.315 -13.568
H -0.115 -9.327 -15.971
H 3.612 -2.235 -14.279
H 0.887 -2.445 -15.800
H 2.249 -1.239 -15.948
H 2.284 0.687 -14.917
H 3.016 0.044 -13.463
H 1.452 0.898 -13.382
C -3.784 -13.134 4.938
C -3.391 -11.929 3.919
C -3.235 -10.646 4.674
N -2.632 -9.445 3.825
C -1.349 -9.842 3.161
C -0.743 -8.718 2.263
C -1.834 -8.146 1.311
C -3.187 -7.892 1.903
C -3.648 -9.005 2.841
C -2.395 -8.313 4.854
H -2.915 -13.450 5.527
H -4.027 -14.050 4.403
H -4.567 -12.886 5.648
H -4.162 -11.841 3.129
H -2.395 -12.180 3.525
H -2.558 -10.784 5.526
H -4.176 -10.241 5.145
H -1.481 -10.658 2.514
H -0.778 -10.079 4.043
H 0.091 -8.996 1.631
H -0.292 -7.829 2.806
H -1.828 -8.833 0.451
H -1.439 -7.279 0.782
H -3.995 -7.755 1.203
H -3.044 -6.983 2.573
H -4.118 -9.855 2.332
H -4.439 -8.638 3.485
H -1.851 -7.525 4.324
H -1.816 -8.773 5.600
H -3.309 -7.937 5.359
Cl -0.190 5.246 -0.378
Cl -1.095 -4.794 1.436
As 4.710 -0.450 1.066
F 3.805 0.394 -0.116
F 5.400 1.067 1.556
F 5.437 -1.190 2.485
F 4.083 -1.946 0.578
F 6.061 -0.584 -0.005
F 3.313 -0.211 2.122
As -4.364 2.673 0.338
F -5.251 1.244 0.674
F -4.514 3.095 1.987
F -3.512 4.112 -0.044
F -4.440 2.279 -1.378
F -5.927 3.521 0.030
F -2.906 1.848 0.578
As 0.257 2.127 5.501
F 0.739 0.984 6.669
F -0.720 2.835 6.639
F -0.172 3.363 4.324
F 1.272 1.294 4.370
F -1.102 1.152 4.998
F 1.530 3.145 5.968
*
```

Mulliken atomic charge list, values in e, 4 entries:
1. C -1.32
2. C -0.47
3. C -0.48
4. N 0.22

---

no.,M (g/mol),strongest force on any atom (eV Å⁻¹)
1,815.79,2.43
2,1097.28,9.81
3,105.14,9.66
4,1833.87,4.18